105
Properties=species:S:1:pos:R:3:forces:R:3:mulliken_charge:R:1 method="wB97M-V/def2-TZVPD" e_homo_ev=-3.75 charge=-1 total_energy_ev=-172671.233 relative_energy_kcal_mol=0.00 multiplicity=1
Cs 0.93437 -0.18134 -0.70830 -0.49 0.06 -0.08 0.670
N 1.51859 2.59470 0.61325 0.04 -0.06 0.03 -0.244
C 0.47276 2.85995 1.58996 -0.03 0.02 -0.02 -0.011
C -0.55584 3.85929 1.07073 0.02 -0.01 0.01 -1.107
C -1.17754 3.48121 -0.27883 -0.02 0.02 0.00 0.526
N -0.50281 4.15039 -1.39597 0.01 -0.01 0.00 -0.406
H 2.21061 1.94614 0.98221 0.05 0.07 0.04 0.015
H 1.98003 3.44365 0.31254 -0.02 0.00 -0.02 0.208
H 0.84822 3.21023 2.56264 0.02 0.01 -0.01 0.393
H -0.03962 1.91182 1.78970 0.02 -0.01 0.02 -0.178
H -0.08472 4.84276 0.96461 -0.01 0.01 0.01 0.555
H -1.33387 3.96236 1.83304 0.00 -0.01 0.00 0.225
H -2.25380 3.69249 -0.26049 0.00 0.00 0.00 0.234
H -1.08505 2.40197 -0.43578 0.03 0.01 0.00 -0.167
H -0.89843 5.07141 -1.54246 0.00 0.00 0.00 0.230
H -0.64480 3.62497 -2.25310 0.00 0.00 -0.01 0.123
I -0.21355 1.07565 -3.88420 -0.04 0.14 0.00 0.308
C -2.25530 -0.03576 -4.45301 -0.03 -0.08 0.02 -1.038
I -2.65110 -1.56027 -2.96617 0.04 0.03 -0.03 -0.093
H -2.21620 -0.58478 -5.39377 0.00 0.00 -0.01 0.344
H -3.14071 0.60092 -4.43898 0.01 0.01 0.01 0.324
C 0.82289 -5.00040 -2.79246 -0.01 0.02 -0.02 -1.358
P 1.38947 -3.39476 -2.09570 0.07 -0.06 0.06 0.550
C 3.04434 -3.25859 -2.87975 0.00 0.00 0.00 -1.131
C 1.95819 -3.95883 -0.42356 0.03 -0.03 0.01 -0.188
C 0.84424 -4.45435 0.50048 -0.02 -0.01 -0.01 -1.443
P -0.42061 -3.19126 0.98756 0.02 -0.04 -0.05 0.760
C -1.55226 -4.32048 1.89687 0.02 0.03 0.04 -1.283
C 0.42418 -2.41488 2.42813 0.01 -0.01 0.03 -0.791
H 1.54488 -5.80280 -2.61626 0.00 0.00 0.00 0.366
H 0.67680 -4.88113 -3.86705 0.00 -0.01 0.00 0.409
H -0.14108 -5.27817 -2.36476 0.00 0.00 0.00 0.356
H 3.61432 -4.18867 -2.79934 0.00 0.00 0.00 0.338
H 3.58891 -2.45562 -2.37767 0.00 0.00 0.00 0.173
H 2.93360 -2.99447 -3.93230 0.00 0.00 0.00 0.414
H 2.49692 -3.11544 0.02148 -0.01 0.00 0.03 -0.182
H 2.69808 -4.75654 -0.55765 0.01 0.01 -0.01 0.568
H 1.27404 -4.88524 1.41175 0.00 0.00 0.00 0.502
H 0.28894 -5.26084 0.01010 0.01 0.00 0.00 0.442
H -1.00314 -4.95765 2.59598 0.00 0.00 0.00 0.459
H -2.09242 -4.94864 1.18733 0.00 0.00 0.00 0.376
H -2.29035 -3.73644 2.44841 0.00 0.00 0.01 0.246
H 0.77791 -3.16881 3.13735 0.00 0.00 0.00 0.470
H -0.29440 -1.76948 2.94070 0.00 0.00 0.00 0.007
H 1.27126 -1.79248 2.12596 -0.01 -0.01 -0.03 0.210
C -5.26358 -3.47701 2.45560 0.00 -0.01 0.00 -0.473
C -4.83777 -2.59313 3.43584 0.01 0.00 0.00 -0.686
C -4.05408 -1.49620 3.09660 -0.01 0.00 0.00 -0.130
C -3.68726 -1.28129 1.77288 0.00 -0.01 -0.02 0.474
C -4.10732 -2.17874 0.79355 -0.01 0.00 0.01 0.055
C -4.89906 -3.26564 1.13239 -0.02 0.02 -0.01 -0.685
As -2.53962 0.19733 1.19519 0.07 -0.01 0.01 0.023
C -2.58669 1.27814 2.81116 0.00 0.02 0.01 -0.006
C -1.78456 1.13854 3.93416 0.00 -0.01 -0.01 -0.161
C -1.90127 2.04125 4.98283 0.00 0.00 0.00 -0.700
C -2.81063 3.08890 4.89752 -0.01 0.00 0.00 -0.864
C -3.60155 3.24390 3.76909 -0.01 0.01 -0.01 -0.320
C -3.49248 2.34054 2.71641 -0.01 0.00 0.01 0.856
C -4.23228 2.40798 1.44021 0.00 -0.01 -0.01 0.330
C -5.14854 3.39062 1.08147 -0.01 -0.01 0.01 -0.843
C -5.73799 3.35473 -0.17363 0.00 0.00 -0.01 -0.778
C -5.41620 2.34838 -1.07675 0.00 0.01 0.00 -0.676
C -4.49733 1.36607 -0.73054 0.01 0.01 0.01 -0.632
C -3.91846 1.39543 0.52803 -0.01 0.00 -0.01 0.556
H -5.87509 -4.32997 2.72197 0.00 0.00 0.00 0.344
H -5.11757 -2.75233 4.47007 0.00 0.00 0.00 0.388
H -3.73965 -0.80437 3.86825 0.00 -0.01 0.00 0.347
H -3.81402 -2.02995 -0.23986 0.00 0.00 0.00 -0.094
H -5.22431 -3.95140 0.35993 0.00 0.00 0.00 0.446
H -1.05637 0.33709 3.99223 -0.01 0.00 0.00 0.248
H -1.27538 1.93561 5.85972 0.00 0.00 0.00 0.455
H -2.89424 3.79653 5.71277 0.00 0.00 0.00 0.373
H -4.29379 4.07464 3.70792 0.00 0.00 0.00 0.373
H -5.39830 4.18862 1.77018 0.00 0.00 0.00 0.368
H -6.44750 4.12301 -0.45446 0.00 0.00 0.00 0.374
H -5.87165 2.33705 -2.05873 0.00 0.00 0.00 0.450
H -4.22392 0.59534 -1.44228 -0.01 0.00 0.00 0.123
Cl 8.55157 -3.35544 3.31952 0.00 0.00 0.00 -0.250
C 7.18479 -2.58419 2.55017 -0.01 0.00 0.00 0.504
C 6.26753 -1.89980 3.32974 0.00 0.00 0.00 -0.776
C 5.18531 -1.29201 2.71043 0.00 0.00 0.00 -0.118
C 5.02093 -1.36412 1.33286 -0.03 0.00 0.02 0.101
C 5.95599 -2.05654 0.57382 0.01 0.00 0.00 -0.144
C 7.04388 -2.67193 1.17539 0.00 0.00 0.00 -0.743
C 3.81887 -0.70798 0.66327 0.05 -0.03 0.02 0.158
O 3.74080 -0.81589 -0.58198 0.12 -0.07 0.05 -0.743
O 2.98978 -0.13985 1.41985 0.07 0.02 0.05 -0.828
H 6.40324 -1.84744 4.40157 0.00 0.00 0.00 0.397
H 4.44608 -0.75000 3.28526 0.00 0.00 0.00 0.466
H 5.81348 -2.10060 -0.49788 0.00 0.00 0.00 0.420
H 7.77624 -3.21259 0.59131 0.00 0.00 0.00 0.404
Cl 4.04579 5.25295 -7.74727 0.00 0.00 0.00 -0.269
C 3.40076 4.33930 -6.39871 0.00 0.01 0.00 0.449
C 2.55943 4.95873 -5.49023 0.00 0.00 -0.01 -0.795
C 2.05846 4.23188 -4.42336 0.00 -0.01 0.01 -0.074
C 2.37908 2.87997 -4.23371 0.01 0.01 0.00 -0.071
C 1.79684 2.10795 -3.13511 0.05 0.00 -0.03 -0.922
C 3.23228 2.29108 -5.17740 0.00 0.01 0.00 -0.364
C 3.74188 3.00602 -6.24817 0.00 -0.01 0.00 -0.678
H 2.30481 6.00291 -5.61724 0.00 0.00 0.00 0.390
H 1.40726 4.71721 -3.70480 0.00 0.00 0.00 0.362
H 1.50683 2.73045 -2.28983 -0.01 -0.03 0.00 0.183
H 2.44871 1.29704 -2.80511 0.02 0.01 -0.10 0.455
H 3.49915 1.24678 -5.06152 0.00 0.00 0.00 0.386
H 4.40273 2.53464 -6.96382 0.00 0.00 0.00 0.383

---

102
Properties=species:S:1:pos:R:3:forces:R:3:mulliken_charge:R:1 method="wB97M-V/def2-TZVPD" e_homo_ev=0.93 charge=-2 total_energy_ev=-178121.309 relative_energy_kcal_mol=3.86 multiplicity=1
Cu -2.48394 1.01471 1.24989 -0.03 0.11 0.20 -1.003
C -2.58494 0.76410 5.65600 -0.03 -0.09 0.07 -0.912
C -2.76638 2.17349 5.19025 0.00 0.07 -0.11 0.924
C -3.15031 3.16869 6.06527 0.02 0.09 -0.11 -0.571
C -3.32035 4.50409 5.66489 0.05 -0.13 -0.16 -0.729
C -3.06062 4.79482 4.31626 -0.03 -0.13 0.04 -0.576
C -2.67716 3.83573 3.39491 -0.05 -0.05 0.10 1.143
C -2.36126 4.22871 1.98364 0.00 0.04 0.03 -1.163
C -2.53126 2.42134 3.76165 0.22 0.10 0.02 0.006
N -2.15552 1.45046 2.96367 -0.26 0.19 0.44 -0.016
H -2.81376 0.67106 6.72622 0.01 -0.01 -0.05 0.340
H -1.56250 0.41823 5.47358 -0.02 0.00 0.00 -0.154
H -3.22012 0.07832 5.08044 0.02 0.02 0.02 0.180
H -3.32761 2.90294 7.10921 0.01 -0.02 -0.02 0.217
H -3.62969 5.27344 6.36466 0.01 0.00 -0.02 0.309
H -3.16865 5.82483 3.97143 0.04 0.00 0.00 0.207
H -2.47693 5.31043 1.85035 0.01 -0.01 -0.02 0.339
H -2.99908 3.71165 1.25757 -0.03 -0.02 0.00 0.079
H -1.33653 3.93864 1.71663 -0.03 0.00 0.00 0.025
C 2.42402 1.00678 0.98076 -0.08 0.16 -0.16 -1.196
C 2.90823 1.48542 -0.39645 0.03 0.03 0.09 -1.461
As 3.61705 0.06586 -1.56168 -0.06 -0.07 -0.10 0.468
C 4.87625 1.16938 -2.60320 0.03 -0.10 0.12 -0.006
C 4.74505 2.54133 -2.76757 0.06 0.19 -0.16 -0.185
C 5.66897 3.26135 -3.52584 -0.19 -0.04 0.11 -0.615
C 6.73256 2.61306 -4.12785 0.07 0.04 -0.05 -0.399
C 6.86479 1.23826 -3.98563 -0.10 -0.15 0.07 -0.591
C 5.93878 0.52528 -3.23530 0.15 0.08 -0.11 -0.535
C 4.97526 -0.62274 -0.32122 0.01 0.08 -0.17 0.059
C 5.91176 0.20030 0.29509 0.17 0.00 0.16 -0.150
C 6.86476 -0.33274 1.15381 -0.10 0.12 -0.10 -0.615
C 6.89029 -1.69986 1.39994 0.07 0.00 0.07 -0.409
C 5.96613 -2.52699 0.78769 -0.18 0.01 -0.14 -0.496
C 5.01134 -1.98620 -0.07381 0.11 -0.21 0.15 -0.307
P 0.57879 0.68080 0.95514 0.14 -0.35 0.12 0.246
C 0.47718 -0.22903 2.55944 0.02 0.03 -0.01 0.848
C 1.25270 0.14220 3.65451 0.00 -0.02 -0.03 -0.355
C 1.16569 -0.54188 4.86207 0.01 0.03 -0.05 -0.522
C 0.28884 -1.60519 4.99652 -0.05 -0.01 -0.07 -0.709
C -0.51040 -1.96901 3.91810 0.08 0.00 0.00 -0.508
C -0.41863 -1.28661 2.71701 -0.04 0.05 -0.01 -0.034
C 0.70046 -0.77531 -0.19754 -0.05 0.01 0.06 0.560
C 0.08348 -0.69242 -1.44277 0.02 -0.04 0.00 -0.531
C 0.21753 -1.72237 -2.37196 -0.02 0.07 0.04 -0.155
C 0.96267 -2.84770 -2.06348 0.05 -0.04 0.10 -0.714
C 1.57396 -2.95007 -0.81573 -0.08 0.03 -0.09 -0.856
C 1.44446 -1.91988 0.10254 -0.04 -0.03 0.07 -0.496
H 2.58621 1.81647 1.69343 0.00 0.02 0.04 0.526
H 2.97914 0.14190 1.34995 0.06 -0.02 -0.03 0.510
H 3.68334 2.24524 -0.29121 0.06 0.01 0.03 0.846
H 2.07993 1.94145 -0.94589 -0.02 0.06 -0.01 0.735
H 3.91468 3.06626 -2.31251 0.01 0.03 0.03 0.368
H 5.55095 4.33217 -3.63962 -0.01 0.00 0.01 0.374
H 7.45537 3.17376 -4.70837 -0.01 -0.01 0.00 0.355
H 7.69007 0.72011 -4.45966 0.00 -0.01 0.01 0.361
H 6.05087 -0.54817 -3.12802 0.02 -0.02 0.01 0.354
H 5.89869 1.26800 0.10436 0.01 0.00 0.00 0.333
H 7.58487 0.31905 1.63356 0.00 0.00 0.00 0.380
H 7.62750 -2.11575 2.07639 0.00 0.01 -0.01 0.358
H 5.97689 -3.59263 0.98186 -0.01 0.00 0.00 0.404
H 4.27721 -2.62982 -0.54546 0.04 0.01 0.01 0.380
H 1.91808 0.99373 3.58623 0.02 -0.02 0.01 0.255
H 1.77589 -0.22881 5.70186 -0.03 0.02 -0.01 0.302
H 0.20083 -2.12564 5.94305 0.01 -0.01 -0.01 0.285
H -1.22307 -2.77809 4.02010 -0.03 0.01 0.00 0.372
H -1.06898 -1.55975 1.89352 0.03 0.01 0.01 -0.052
H -0.53283 0.16776 -1.67215 -0.03 -0.01 -0.01 0.636
H -0.29011 -1.64944 -3.32550 0.07 -0.02 0.09 -0.159
H 1.05614 -3.65319 -2.78366 0.00 0.01 0.01 0.333
H 2.14433 -3.83718 -0.55932 -0.02 0.01 0.00 0.497
H 1.91261 -2.01008 1.07763 -0.01 0.01 0.00 0.540
C -2.88808 -3.96341 -1.15015 0.05 -0.07 -0.02 -1.585
C -3.89216 -2.82502 -1.06091 -0.04 0.07 0.06 2.005
C -4.07696 -2.40511 0.39378 0.01 0.01 0.09 -1.417
C -5.23010 -3.21783 -1.67491 -0.12 0.02 -0.02 -2.099
O -3.33661 -1.77416 -1.86580 0.16 -0.14 -0.06 0.639
P -3.61598 -0.20185 -1.54875 0.08 -0.15 -0.15 -0.459
O -5.07197 0.04936 -1.51664 -0.16 0.12 0.02 -0.871
O -2.71779 0.18903 -0.42037 -0.04 0.01 -0.50 0.699
O -2.90121 0.40166 -2.87042 -0.04 0.13 -0.07 -0.287
C -3.29076 0.21433 -4.24351 -0.02 -0.11 0.17 1.941
C -3.11325 1.57573 -4.89685 0.02 0.12 0.01 -1.866
C -4.72872 -0.26796 -4.42314 0.01 0.00 0.02 -1.628
C -2.32316 -0.79910 -4.84421 0.04 -0.04 0.01 -1.499
H -3.24609 -4.83289 -0.59101 0.02 0.02 -0.03 0.414
H -1.92864 -3.64487 -0.73787 -0.01 0.00 0.00 0.134
H -2.73356 -4.25081 -2.19425 -0.01 0.01 0.04 0.338
H -4.44262 -3.26307 0.96353 -0.01 0.01 0.03 0.538
H -4.79469 -1.58635 0.48476 0.04 -0.09 -0.01 0.412
H -3.13498 -2.06400 0.82650 -0.05 -0.04 -0.03 -0.004
H -5.69270 -4.03070 -1.10750 0.01 0.01 -0.02 0.478
H -5.08550 -3.54558 -2.70836 0.00 -0.01 0.02 0.329
H -5.89373 -2.35034 -1.67040 0.04 -0.04 0.01 0.333
H -3.81546 2.28896 -4.46145 0.02 -0.02 -0.02 0.408
H -3.28783 1.51185 -5.97433 0.00 0.01 0.02 0.393
H -2.10027 1.94284 -4.71876 -0.03 -0.02 -0.02 0.362
H -5.42498 0.39550 -3.91530 -0.01 0.01 0.00 0.403
H -4.86078 -1.26579 -4.00415 0.00 0.03 -0.01 0.137
H -4.95663 -0.29895 -5.49359 0.03 0.00 0.03 0.498
H -1.29469 -0.44771 -4.72589 -0.08 0.02 -0.07 0.335
H -2.52831 -0.94681 -5.90810 0.00 0.01 0.01 0.501
H -2.42582 -1.75209 -4.32158 0.00 0.03 -0.02 0.146